{
  "formula": "C56H148N12O16",
  "method": "wB97M-V/def2-TZVPD",
  "e_lumo_ev": 0.52,
  "total_charge": 0,
  "mol_weight_g_mol": 1245.9,
  "homo_lumo_gap_ev": 8.80,
  "homo_ha": -0.3041,
  "smiles": "COC[C@H](C)N.COC[C@H](C)N.COC[C@H](C)N.COC[C@H](C)N.COC[C@H](C)N.COC[C@H](C)N.COC[C@H](C)N.COC[C@H](C)N.COCCNCCOC.COCCNCCOC.COCCNCCOC.COCCNCCOC",
  "e_above_lowest_ev": 0.000,
  "elements": ["H", "H", "C", "H", "N", "H", "H", "C", "C", "H", "H", "C", "H", "N", "N", "H", "C", "H", "H", "C", "H", "H", "N", "C", "C", "H", "H", "H", "H", "C", "C", "H", "C", "H", "H", "H", "H", "C", "H", "C", "C", "O", "H", "H", "H", "H", "H", "C", "C", "C", "O", "H", "N", "O", "H", "H", "H", "O", "H", "H", "H", "C", "H", "H", "H", "H", "H", "H", "C", "C", "N", "H", "O", "O", "H", "H", "H", "C", "H", "H", "H", "H", "H", "C", "H", "H", "H", "C", "H", "H", "H", "O", "H", "C", "H", "H", "H", "H", "C", "C", "N", "C", "H", "H", "H", "H", "H", "H", "H", "C", "C", "C", "C", "C", "H", "H", "H", "O", "H", "H", "C", "H", "H", "H", "H", "H", "H", "H", "H", "H", "H", "H", "C", "H", "O", "H", "H", "H", "H", "C", "H", "H", "H", "H", "C", "H", "H", "H", "N", "H", "H", "H", "H", "H", "H", "H", "O", "H", "H", "H", "O", "H", "C", "N", "C", "O", "H", "H", "H", "H", "C", "H", "H", "C", "O", "C", "C", "O", "C", "H", "H", "H", "C", "H", "H", "H", "C", "O", "H", "H", "H", "H", "O", "N", "H", "N", "C", "H", "C", "H", "H", "H", "C", "C", "C", "H", "C", "H", "H", "C", "H", "H", "H", "H", "H", "H", "C", "N", "H", "H", "H", "C", "C", "H", "H", "H", "H", "H", "H", "H", "C", "H"],
  "xyz": [[-6.18, -2.10, 1.72], [-5.37, -5.36, -2.75], [-2.50, -1.74, 6.06], [-2.46, -1.10, -1.57], [1.61, -3.41, 2.59], [4.08, 6.61, -1.57], [-4.09, -5.61, 2.43], [-6.28, -5.54, -0.85], [-2.93, 3.71, -1.57], [-0.90, 0.62, -1.43], [1.14, -5.35, 3.37], [-2.24, 2.99, 0.46], [-2.37, -1.63, 1.48], [1.72, -0.87, 0.30], [5.81, -0.99, 2.84], [3.43, -2.56, -2.51], [0.85, -3.94, 4.93], [1.20, 1.64, -1.99], [-3.02, -4.99, -5.78], [-0.95, -5.81, 1.27], [1.89, -3.91, 5.27], [-0.35, -1.07, -1.36], [-3.79, -3.71, -3.76], [7.62, 1.15, -0.26], [-5.03, -5.39, 0.02], [-3.45, -4.14, 1.61], [-6.90, -7.49, 0.02], [-3.85, 9.76, 0.80], [-8.12, -6.71, -0.89], [0.49, 1.30, -4.96], [8.64, 1.41, 0.77], [6.00, -5.75, 3.33], [-0.66, 0.40, -4.54], [-6.61, -6.43, -2.67], [6.07, -2.28, -3.02], [1.33, -1.09, 1.20], [0.10, -6.18, 1.28], [-0.47, -0.13, -0.75], [-4.76, 0.98, -3.07], [3.97, 4.09, -2.12], [1.42, -4.33, -1.59], [-4.84, 8.17, -0.16], [9.41, 0.63, 0.62], [-3.05, -1.12, 6.78], [11.09, 2.17, 1.52], [-0.60, -1.68, 1.57], [-1.17, -5.49, -2.47], [-5.22, -1.47, -0.63], [-7.28, -6.51, -0.24], [-1.94, 0.70, 3.38], [0.33, 6.81, 1.04], [8.16, -0.83, -0.85], [-3.58, 6.06, -1.78], [-1.41, -0.33, 0.26], [-4.09, 0.36, -0.80], [-6.22, 0.66, -2.16], [-4.25, 7.34, -3.34], [-1.40, 3.66, 6.16], [-4.69, -4.01, 2.91], [1.61, -5.23, -2.19], [10.66, 3.89, 1.26], [-0.73, 6.84, 0.11], [-1.53, -6.49, 1.90], [0.52, 2.91, 6.52], [6.51, -0.58, -0.73], [-5.27, 9.03, 1.58], [-3.01, -0.60, -2.92], [5.86, 1.63, 0.96], [-0.77, -0.82, -5.50], [2.08, 7.26, -1.44], [-1.95, 1.07, -4.56], [2.53, -3.35, 3.01], [4.83, -4.49, 2.27], [-5.42, -4.64, 1.17], [4.34, -2.26, 3.52], [8.23, 1.27, 1.78], [-0.40, 0.06, -3.56], [-2.68, -5.51, -4.86], [-1.33, -5.79, 0.25], [-4.22, -4.85, -0.54], [-0.25, 5.02, 1.96], [-3.97, -3.25, -4.66], [-5.79, -2.23, -1.24], [0.76, -4.30, 3.41], [2.15, 8.28, -1.86], [3.64, 3.09, -1.88], [-3.72, -3.03, -3.00], [3.14, 6.35, -2.04], [-0.79, -0.47, -6.54], [1.62, -1.71, -0.30], [2.24, 3.31, 2.77], [-1.01, -4.41, 1.65], [1.44, 0.78, -4.82], [-4.35, -4.59, 2.06], [-1.03, 0.28, 2.97], [-0.67, 6.49, 2.85], [3.29, 6.37, -3.11], [-7.49, -0.91, 1.71], [-0.59, 1.73, 5.14], [3.85, 0.54, 2.77], [-1.54, 1.96, 4.02], [-0.75, -4.17, 3.01], [-3.30, 2.72, -1.94], [4.97, 4.26, -1.69], [-4.57, -6.35, 0.37], [-1.42, -2.45, 0.15], [0.33, 1.54, -6.02], [4.08, 4.16, -3.23], [-5.54, 10.12, 0.20], [5.16, 0.14, 3.43], [-2.13, -5.00, -2.46], [-1.18, 5.01, 6.48], [-1.39, -7.14, -5.99], [-6.87, -1.53, 1.08], [6.26, -0.75, 1.95], [6.39, -3.67, 3.29], [1.03, 5.99, 2.76], [3.55, 1.87, 3.15], [2.23, 7.30, -0.36], [3.83, -5.11, -1.95], [-3.74, 4.72, -2.34], [6.14, -3.86, -2.25], [-2.17, 3.17, 1.53], [0.42, -2.93, 5.09], [-1.55, 7.47, 0.51], [5.23, -3.69, -3.74], [-1.69, -3.78, -4.08], [0.49, -4.46, -1.01], [-1.16, 7.41, -1.83], [0.08, -1.47, -5.30], [-1.00, 1.15, 5.98], [-7.77, -6.12, 0.67], [-1.44, -1.61, 0.87], [-5.09, 9.13, -1.91], [9.23, 2.66, 0.61], [-1.99, -8.06, -5.75], [5.63, 1.39, -0.81], [-1.73, -2.31, 6.56], [-7.50, -2.22, 0.50], [5.00, -2.13, 2.67], [-3.38, 8.75, -1.58], [-1.85, 3.78, -1.81], [7.95, 1.59, -1.21], [-3.78, 6.00, -0.79], [3.75, -4.28, -1.26], [6.31, 2.89, -0.18], [-5.63, -0.53, -3.30], [-3.18, -2.43, 5.57], [-5.86, -6.01, -2.13], [-6.68, -4.50, -0.95], [6.36, -3.28, 1.52], [5.80, 1.03, 3.34], [4.23, -2.09, 1.84], [1.76, 0.01, -2.28], [1.26, 4.27, -3.82], [-2.16, 1.40, -5.49], [0.42, 2.41, -4.10], [-2.13, 5.29, 6.94], [4.80, -6.53, 2.18], [0.26, 3.76, 4.95], [-1.84, -0.95, 5.09], [1.74, -3.62, 1.62], [10.25, 2.93, 1.57], [-3.29, -1.11, -2.12], [4.24, -2.92, -1.88], [-6.11, -0.71, 0.19], [-1.26, 3.12, 0.00], [-1.62, -6.84, -7.03], [-0.35, -7.54, -6.01], [3.81, -1.63, -0.37], [-0.29, 7.40, -1.17], [-2.29, 2.51, 4.37], [5.06, -0.10, 4.49], [-4.54, 7.08, -2.31], [-3.10, 3.86, -0.16], [-0.19, 3.05, 5.69], [0.10, 6.04, 2.18], [2.47, -4.17, -0.66], [5.48, -3.18, -2.80], [-4.50, -2.07, -0.03], [-5.61, 6.73, -2.40], [-4.83, 4.45, -2.37], [-4.88, 9.36, 0.64], [4.43, -4.44, -0.43], [-0.37, 5.14, 7.21], [-2.10, -4.13, -1.77], [5.75, -3.42, 2.45], [2.96, 4.97, -1.65], [-2.57, 1.96, 0.28], [1.46, 1.67, 2.91], [-2.63, 0.90, 2.55], [6.30, -5.78, 1.59], [-1.40, -6.08, -5.10], [7.43, -0.36, -0.32], [0.30, -4.63, 5.57], [0.79, 6.72, -1.81], [-4.41, 8.39, -1.49], [-1.69, -1.35, -5.27], [6.28, 1.81, -0.03], [-1.23, 5.89, -0.01], [-3.24, -1.00, 3.67], [0.02, 8.46, -1.14], [5.52, -5.71, 2.35], [-2.52, -4.48, -3.83], [-2.75, -0.24, 4.28], [5.31, -2.38, -0.27], [2.34, 2.23, 2.55], [9.92, 2.97, 2.59], [-3.53, 0.38, 4.78], [-4.41, -0.47, -1.46], [-1.08, -3.16, 3.19], [2.67, 1.03, -1.29], [-1.03, 5.62, 5.57], [2.45, 3.04, -4.27], [-3.41, -6.27, -4.57], [1.28, 3.65, -5.50], [1.63, 0.78, -1.50], [4.59, -1.99, -0.86], [3.98, 0.45, 1.68], [2.93, 0.01, 2.98], [-1.35, -4.83, 3.63], [0.91, 0.23, -0.32], [1.41, 3.37, -4.44], [0.29, 1.22, 4.76], [0.88, 0.97, 0.50], [-2.89, -5.69, -2.09], [0.79, 5.74, -1.59], [2.33, 2.12, 1.45], [-1.87, 1.90, -3.95], [-3.41, 4.73, -3.40], [-5.31, 0.18, -2.52], [1.31, -3.48, -2.24]],
  "lowdin_charge": [0.077, 0.044, -0.107, 0.022, 0.082, 0.113, 0.098, -0.443, -0.225, 0.120, 0.130, -0.138, 0.093, 0.088, -0.055, 0.122, -0.059, 0.071, 0.133, -0.072, 0.075, 0.132, 0.048, -0.421, -0.199, 0.075, 0.083, 0.093, 0.062, -0.233, -0.262, 0.085, -0.443, 0.067, 0.069, 0.039, 0.093, -0.239, 0.067, -0.116, -0.102, -0.207, 0.128, 0.091, 0.100, 0.062, 0.065, -0.200, -0.060, -0.205, -0.181, 0.070, -0.051, -0.210, 0.130, 0.076, 0.113, -0.201, 0.083, 0.098, 0.086, -0.231, 0.089, 0.127, 0.035, 0.078, 0.044, 0.060, -0.045, -0.206, 0.060, 0.043, -0.212, -0.208, 0.118, 0.129, 0.096, -0.216, 0.066, 0.108, 0.083, 0.076, 0.132, -0.384, 0.126, 0.064, 0.022, -0.198, 0.082, 0.067, 0.098, -0.239, 0.129, -0.138, 0.106, 0.088, 0.116, 0.079, -0.204, -0.243, -0.035, -0.211, 0.115, 0.081, 0.135, 0.086, 0.131, 0.087, 0.086, -0.193, -0.059, -0.127, -0.146, -0.083, 0.089, 0.120, 0.085, -0.173, 0.112, 0.119, -0.215, 0.067, 0.081, 0.069, 0.131, 0.080, 0.130, 0.071, 0.098, 0.076, 0.121, 0.084, -0.091, 0.111, -0.174, 0.096, 0.075, 0.084, 0.087, -0.261, 0.113, 0.121, 0.142, 0.095, -0.184, 0.080, 0.081, 0.080, 0.034, 0.132, 0.125, 0.120, 0.108, 0.086, 0.085, 0.078, -0.215, 0.089, 0.098, 0.124, -0.220, 0.043, -0.104, 0.081, -0.413, -0.188, 0.082, 0.088, 0.089, 0.024, -0.234, 0.095, 0.119, -0.182, -0.174, -0.226, -0.117, -0.201, -0.054, 0.114, 0.125, 0.123, -0.097, 0.109, 0.091, 0.074, -0.221, -0.213, 0.074, 0.073, 0.112, 0.084, -0.180, 0.044, 0.073, -0.054, -0.229, 0.061, -0.047, 0.104, 0.108, 0.128, -0.118, -0.447, -0.218, 0.058, -0.122, 0.075, 0.138, -0.409, 0.105, 0.066, 0.085, 0.078, 0.130, 0.095, -0.060, 0.062, 0.107, 0.108, 0.121, -0.405, -0.084, 0.108, 0.126, 0.065, 0.098, 0.080, 0.071, 0.124, -0.061, 0.075]
}